[1]
11
Properties=species:S:1:pos:R:3:forces:R:3 method="wB97M-V/def2-TZVPD" homo_ev=-10.5 orbital_gap_ev=11.39 de_lowest_kcal_mol=122.9
O -1.249342 -1.317026 0.399349 -0.26 1.20 -0.47
C 0.081244 -1.094762 0.439536 0.89 0.44 -0.60
C 0.026266 0.382362 0.371321 -0.56 1.18 1.14
C 1.172341 0.588453 -0.577849 -0.40 0.23 0.27
O 0.884429 -0.773412 -0.943514 -0.16 -0.71 0.49
C -1.386024 0.295160 0.166948 -0.41 -1.60 -0.51
O -1.156613 1.002474 1.275695 1.53 -0.60 -0.27
H 0.718616 -1.796572 0.984169 -0.29 0.23 -0.08
H 1.032027 1.318212 -1.383233 -0.04 -0.31 0.07
H 2.164217 0.716288 -0.114680 -0.38 -0.09 -0.08
H -2.155305 0.523137 -0.560573 0.08 0.03 0.03

[2]
25
Properties=species:S:1:pos:R:3:forces:R:3 method="wB97M-V/def2-TZVPD" total_charge=+1 homo_ev=-13.1 orbital_gap_ev=8.38 de_lowest_kcal_mol=171.1
C 1.738329 -1.737698 -0.387164 -0.79 -0.63 -0.90
C -2.177249 0.505812 0.158106 -1.64 -3.46 2.10
C -1.466188 1.120137 -0.687755 1.67 3.38 -4.36
C -2.055913 -0.919551 0.598087 -0.85 -2.59 2.02
C -0.139843 0.693749 -1.275922 0.57 0.44 -1.62
C -0.881162 -1.748078 0.017949 0.61 0.73 0.51
C 0.545934 -1.165219 0.365670 1.34 -1.62 -1.06
C 0.644540 0.402335 -0.038947 2.77 -1.89 0.44
C 1.954896 1.085087 0.217015 -0.78 -1.43 0.55
N 2.793026 -1.294381 -0.613019 -1.55 -0.39 1.16
N 3.522104 -0.313272 -0.877588 2.27 1.30 0.12
O 2.274881 1.166618 1.486841 1.89 0.42 -0.61
H -2.962872 1.003927 0.618104 -1.60 0.90 0.50
H -1.786070 2.115828 -1.046352 0.14 -0.46 0.54
H -2.151775 -1.026832 1.769783 0.67 0.47 -2.03
H -2.953142 -1.619176 0.337013 1.02 1.83 0.02
H -0.167346 -0.069134 -2.125608 0.02 0.49 1.59
H 0.415593 1.521196 -1.776927 -0.93 -0.11 0.26
H -0.939671 -2.779973 0.345942 0.16 -0.05 0.57
H -1.061774 -1.873258 -1.049892 0.49 0.51 -0.16
H 0.959415 -1.465316 1.356213 -1.27 0.94 0.15
H 0.136199 0.704546 0.818804 -1.24 1.15 1.49
H 2.503708 1.657763 -0.482390 0.06 0.83 -0.67
H 4.442770 -0.335261 -0.348654 -1.32 -0.24 -0.66
H 3.188205 1.590625 1.585761 -1.70 -0.53 0.05

[3]
10
Properties=species:S:1:pos:R:3:forces:R:3 method="wB97M-V/def2-TZVPD" homo_ev=-10.5 orbital_gap_ev=10.13 de_lowest_kcal_mol=14.2
N 1.555929 -0.466434 -0.390771 1.31 1.97 0.09
O -1.137090 -1.884452 -1.237702 -0.13 0.99 1.75
O -0.689971 0.522126 -0.315229 1.52 1.46 0.38
P -1.286187 -0.929248 -0.118138 0.32 -1.70 -2.53
P 0.864490 0.869285 0.017393 -0.26 -1.39 -3.39
Cl -0.604461 -1.475835 1.655593 -0.42 -0.63 0.40
Cl -3.086167 -0.225517 0.073219 -1.84 -0.19 0.56
Cl 0.972659 2.696491 -1.049776 0.15 -1.44 0.96
Cl 0.827203 1.395797 1.869412 0.25 1.01 1.52
H 2.583593 -0.502215 -0.504001 -0.90 -0.06 0.26

[4]
16
Properties=species:S:1:pos:R:3:forces:R:3 method="wB97M-V/def2-TZVPD" smiles=CC.CC homo_ev=-11.0 orbital_gap_ev=12.09 de_lowest_kcal_mol=44.5
C 0.286784 1.912969 -0.264024 -5.07 -2.23 -4.42
C -1.267733 1.662108 0.265708 2.51 1.11 -2.12
H 0.343598 2.828878 -0.746585 0.49 2.15 -0.24
H 0.994795 1.696390 0.418810 2.23 -0.45 2.27
H 0.411292 1.219476 -1.231861 -0.05 0.98 2.34
H -1.860728 2.557576 0.479622 0.75 -0.15 1.20
H -1.881023 1.258990 -0.508696 -0.03 -0.65 -0.98
H -1.053449 0.868794 0.914463 -0.86 -0.67 1.91
C -0.173883 -2.012772 -0.002518 -0.93 -4.07 2.68
C 1.208685 -1.401671 0.101724 1.31 1.01 2.01
H -0.943142 -2.120089 0.953445 2.38 1.03 -1.95
H -0.776356 -1.704199 -0.792630 -0.83 1.05 -1.38
H -0.055249 -3.120733 -0.184237 -0.09 0.88 -0.15
H 1.111070 -0.667859 0.967946 0.59 -0.20 -1.47
H 2.092755 -2.056087 0.481900 -1.87 0.52 -0.84
H 1.562582 -0.921772 -0.853067 -0.53 -0.30 1.13

[5]
18
Properties=species:S:1:pos:R:3:forces:R:3 method="wB97M-V/def2-TZVPD" smiles="C[C@H](C[C@H](N)O)N=O" homo_ev=-9.3 orbital_gap_ev=9.12 de_lowest_kcal_mol=88.2
C 1.123728 0.550578 -0.461402 -0.22 0.60 -0.12
C -1.297470 0.218528 0.422260 -0.13 -0.99 -0.61
C -0.382709 0.492693 -0.798957 0.31 -0.18 0.22
C -1.392360 -1.268699 0.748398 -0.18 0.20 0.34
N 1.848027 0.544282 -1.698085 0.07 -0.10 -0.09
O 1.564903 -0.518646 0.355687 0.08 -0.22 0.37
N -0.786178 1.073921 1.468564 0.54 0.57 1.48
O -0.190890 0.541186 2.387455 -0.72 0.22 -1.05
H 1.295624 -0.371752 1.278358 0.08 -0.05 -0.35
H 1.328878 1.512496 0.047740 -0.05 -0.34 -0.16
H -2.290872 0.629924 0.192164 0.22 -0.01 0.11
H 1.815846 -0.394558 -2.090985 -0.01 0.16 -0.01
H 2.823597 0.766060 -1.540191 -0.01 -0.03 0.03
H -0.553508 -0.301642 -1.535533 -0.03 0.10 0.13
H -0.639399 1.439971 -1.258436 -0.04 0.14 -0.12
H -1.993717 -1.769534 -0.010414 0.00 0.05 0.00
H -0.411557 -1.726747 0.767362 0.07 -0.11 -0.01
H -1.861943 -1.418062 1.726014 0.01 -0.02 -0.15

[6]
12
Properties=species:S:1:pos:R:3:forces:R:3 method="wB97M-V/def2-TZVPD" homo_ev=-10.8 orbital_gap_ev=11.23 de_lowest_kcal_mol=86.3
C 0.950465 -0.644255 -1.023199 -0.04 -0.04 -0.03
C 0.004043 -0.327529 0.113849 0.56 0.42 -0.02
O 0.547901 -0.860299 1.290596 0.12 -0.01 0.08
C -0.292946 1.113323 0.262927 0.11 0.45 -0.13
C -0.535175 2.285375 0.364730 0.04 -0.30 -0.12
C -2.130140 -1.144872 0.591800 -0.09 -0.39 -1.25
N -1.281408 -0.985105 -0.229467 -0.99 0.07 1.99
H 0.470238 -0.281244 -1.934543 0.32 -0.08 -0.02
H 1.943593 -0.208191 -0.882041 -0.29 -0.02 0.02
H 1.011330 -1.735000 -1.049381 0.17 0.14 -0.15
H 0.084506 -0.539354 2.081719 0.01 -0.01 -0.45
H -0.772407 3.327151 0.413009 0.08 -0.23 0.07

[7]
76
Properties=species:S:1:pos:R:3:forces:R:3 method="wB97M-V/def2-TZVPD" total_charge=+2 homo_ev="-13.8 / -13.8" orbital_gap_ev="5.97 / 5.74" de_lowest_kcal_mol=19.6
Pb -0.003859 -0.674260 -1.406404 0.07 0.07 -0.08
C -3.233928 -4.779224 3.277744 0.03 -0.02 0.04
O -4.081609 -4.724147 2.127399 -0.03 0.02 -0.08
C -3.813446 -3.821423 1.194220 0.05 0.02 0.01
C -4.664382 -3.895124 0.048516 0.00 0.00 0.03
C -4.497010 -3.021687 -1.021678 0.04 0.04 -0.01
C -3.484274 -2.088884 -1.035134 0.00 -0.02 -0.02
C -3.342884 -1.177151 -2.198579 0.04 0.01 -0.01
C -4.521851 -0.963448 -3.100250 0.03 -0.02 -0.02
O -2.287240 -0.604244 -2.443731 -0.08 -0.01 0.04
C -2.586179 -2.011976 0.130734 -0.05 0.06 -0.01
O -1.646830 -1.179502 0.204619 -0.02 0.01 -0.04
C -2.825228 -2.878393 1.241983 -0.03 -0.07 0.03
H -3.592723 -5.616153 3.866786 0.01 0.02 0.00
H -3.318119 -3.856863 3.854219 0.01 0.00 0.00
H -2.199754 -4.950543 2.974119 -0.01 0.00 0.01
H -5.443113 -4.645426 0.042941 -0.01 -0.01 0.00
H -5.177321 -3.102398 -1.857710 0.00 0.00 0.00
H -4.646668 -1.836605 -3.745565 -0.01 -0.01 0.00
H -4.328112 -0.102149 -3.732934 0.00 0.00 0.00
H -5.445399 -0.826715 -2.540545 -0.01 0.01 0.01
H -2.148019 -2.786197 2.075961 0.01 0.00 0.02
C -0.972349 3.891003 -3.190918 -0.05 -0.03 -0.08
N -1.579552 3.655197 -1.898378 0.11 0.09 0.10
C -2.809250 4.340040 -1.509344 -0.03 0.02 0.00
C -3.353162 3.462906 -0.371711 -0.04 0.02 0.00
N -2.293231 2.484937 -0.165683 0.02 -0.08 -0.08
C -2.170471 1.782067 1.090595 0.08 0.07 0.00
C -1.291830 2.633054 -1.062670 -0.17 -0.04 -0.04
N -0.245850 1.838037 -1.087798 0.10 -0.11 0.21
C 1.046085 2.349688 -1.489314 0.02 0.09 -0.11
C 2.027278 2.293209 -0.314885 -0.07 0.11 0.08
N 1.989295 1.001259 0.279294 0.20 -0.14 0.06
C 2.909074 0.560829 1.194828 -0.21 0.30 -0.30
N 4.098807 1.040760 1.532146 0.14 -0.13 0.08
C 4.823296 2.209666 1.056509 -0.01 0.06 0.00
C 4.737205 0.147295 2.518828 0.00 0.06 -0.01
C 3.723156 -0.995522 2.686739 -0.01 0.03 -0.02
N 2.607540 -0.552265 1.846774 0.01 -0.18 0.21
C 1.349063 -1.290068 1.711704 -0.03 -0.13 0.00
H -1.743952 4.228640 -3.881874 0.00 -0.02 -0.01
H -0.551717 2.965103 -3.580503 0.02 0.00 0.00
H -0.195292 4.656393 -3.156589 -0.01 0.01 -0.01
H -3.492847 4.383263 -2.357571 0.01 0.00 0.01
H -2.602907 5.361605 -1.186253 -0.01 -0.01 0.00
H -4.292623 2.973305 -0.635700 0.00 0.02 0.01
H -3.516215 4.034067 0.543575 0.01 -0.01 -0.01
H -2.288253 2.486058 1.916248 -0.05 -0.02 0.05
H -1.178684 1.340230 1.149498 -0.01 -0.03 -0.01
H -2.913825 0.990909 1.179535 -0.03 0.00 0.01
H 1.029057 3.381110 -1.846597 -0.01 -0.04 0.03
H 1.473438 1.753544 -2.306372 0.01 0.00 -0.01
H 1.710504 3.013686 0.459355 0.01 0.01 -0.01
H 3.030562 2.593885 -0.629581 0.02 -0.03 -0.01
H 4.202033 3.100054 1.088683 0.01 0.01 0.00
H 5.219944 2.051700 0.053528 -0.01 0.02 -0.02
H 5.659490 2.366045 1.733301 0.01 -0.01 -0.02
H 4.902455 0.703299 3.441815 0.02 -0.01 0.00
H 5.697221 -0.194863 2.135097 0.00 0.00 0.01
H 3.398796 -1.114922 3.718815 -0.01 -0.01 0.00
H 4.099952 -1.948980 2.315985 -0.03 -0.02 0.01
H 1.412172 -2.106375 2.437275 -0.02 0.03 -0.03
H 2.206951 -2.038760 -0.172085 0.36 0.18 -0.11
H 0.520218 -0.631147 1.984309 0.02 -0.01 -0.01
Cl 1.174393 1.939974 3.522872 -0.01 -0.01 -0.01
C 0.408216 3.036687 4.712432 0.04 -0.02 0.04
Cl -0.740790 4.130070 3.958017 0.01 0.00 -0.03
H 1.200019 3.614994 5.173428 -0.03 -0.01 -0.01
H -0.108888 2.413155 5.431823 0.01 0.03 -0.01
F -0.150655 -3.138718 -1.527288 0.02 -0.19 0.02
Te 1.210800 -4.343594 -0.381122 -0.14 0.00 0.28
F -0.295136 -4.290717 0.710222 0.02 -0.02 -0.02
F 1.079502 -6.220293 -0.220393 -0.12 0.23 -0.10
F 2.175318 -4.227698 1.234423 0.05 -0.04 0.01
F 2.940673 -2.440605 -0.844453 0.38 -0.04 -0.27
O 1.181991 -1.769617 0.425526 -0.63 -0.09 0.23

no.,E_tot (Ha)
1,-380.3512
2,-535.0143
3,-2729.4755
4,-159.5140
5,-418.3203
6,-323.3821
7,-3368.8874